# 1
Here is a molecular structure, C23H49N2OOsP3S in a non-equilibrium geometry from the OMol25 dataset. Energies are from ωB97M-V with the def2-TZVPD basis set.

The geometry in XYZ format:
```
80
C23H49N2OOsP3S ωB97M-V with the def2-TZVPD basis set
Os -0.32 0.07 -1.41
P -2.43 0.85 -0.81
P -0.94 -1.93 -0.43
P -0.28 -0.65 -3.49
H 4.99 2.61 -3.38
C 4.37 2.93 -4.23
C 3.56 4.02 -4.30
H 2.98 4.43 -3.47
C -2.52 2.03 0.60
C -3.97 -0.15 -0.50
C -2.91 1.89 -2.27
C 0.49 -3.02 -0.04
C -1.76 -2.27 1.21
C -1.93 -3.21 -1.32
C 0.38 0.74 -4.49
C -1.77 -1.15 -4.40
C 0.95 -1.96 -3.86
H 4.53 2.37 -5.16
H 3.50 4.60 -5.22
H -2.32 3.05 0.24
H -1.72 1.70 1.30
H -3.48 1.96 1.13
H -3.78 -0.78 0.38
H -4.23 -0.79 -1.35
H -4.82 0.51 -0.25
H -1.99 2.17 -2.81
H -3.41 2.81 -1.94
H -3.56 1.35 -2.97
H 0.13 -4.00 0.32
H 1.05 -2.61 0.80
H 1.16 -3.18 -0.89
H -1.86 -3.36 1.27
H -2.75 -1.82 1.30
H -1.09 -1.92 1.99
H -1.95 -4.13 -0.72
H -1.52 -3.48 -2.30
H -2.97 -2.90 -1.45
H 0.70 0.42 -5.48
H 1.25 1.11 -3.99
H -0.35 1.54 -4.55
H -1.61 -2.10 -4.94
H -2.06 -0.37 -5.13
H -2.59 -1.29 -3.68
H 1.05 -2.12 -4.94
H 0.65 -2.89 -3.36
H 1.93 -1.65 -3.46
C 1.80 0.64 -0.41
C 2.56 -0.56 -0.49
C 3.31 -0.80 -1.64
C 3.38 0.21 -2.62
C 2.65 1.40 -2.48
C 1.92 1.68 -1.37
S 0.79 1.31 0.90
H 0.44 0.16 1.40
H 2.50 -1.28 0.33
H 3.83 -1.77 -1.83
H 4.01 0.14 -3.51
H 2.60 2.13 -3.27
H 1.42 2.63 -1.13
C 2.32 0.31 3.70
N 1.19 0.19 4.61
C 1.48 0.37 6.01
C 0.39 -0.32 6.84
C -0.94 0.28 6.47
N -1.12 0.10 5.05
C -2.45 0.28 4.52
C -0.10 0.25 4.16
O -0.37 0.42 2.94
H 2.27 1.23 3.09
H 2.34 -0.52 2.97
H 3.23 0.26 4.32
H 2.43 -0.13 6.18
H 1.53 1.45 6.26
H 0.58 -0.23 7.92
H 0.40 -1.39 6.61
H -1.00 1.35 6.76
H -1.79 -0.22 6.95
H -3.19 -0.21 5.15
H -2.69 1.35 4.54
H -2.47 -0.13 3.51
```

F_max: 3.5 eV/A
2S+1: 5
Calculated total energy: -2601.796461 Ha
<S²>: 6.0540
Gap between HOMO and LUMO (spin up / spin down): 5.04 / 4.20 eV
Highest occupied orbital energy (spin up / spin down): -16.803 / -19.091 eV
Net charge: +4

# 2
Here is 2 unconnected molecules or ions with the total composition C2H7NO3S in a non-equilibrium geometry from the OMol25 dataset. Energies are from ωB97M-V with the def2-TZVPD basis set.

The geometry in XYZ format:
```
14
C2H7NO3S ωB97M-V with the def2-TZVPD basis set
C -1.25 -0.93 -1.10
C -0.22 0.93 -0.13
N -0.73 -0.23 0.03
O 2.41 1.37 0.84
O 3.53 -0.35 -0.93
O 2.32 -1.11 1.15
S 2.32 -0.09 -0.24
H -1.57 -0.33 -2.01
H -0.44 -1.48 -1.43
H -2.12 -1.50 -0.93
H 0.11 1.56 0.78
H -0.06 1.47 -1.07
H 3.27 1.31 1.31
H 1.46 -0.72 1.55
```

F_max: 3.4 eV/A
Calculated total energy: -758.969153 Ha
Gap between HOMO and LUMO: 10.55 eV
Highest occupied orbital energy: -10.048 eV
Net charge: 0

# 3
Here is 12 unconnected molecules or ions with the total composition C30H79BF3NO12 in a non-equilibrium geometry from the OMol25 dataset. Energies are from ωB97M-V with the def2-TZVPD basis set.

The geometry in XYZ format:
```
126
C30H79BF3NO12 ωB97M-V with the def2-TZVPD basis set
C 0.15 4.62 -2.07
C -0.87 4.73 -0.94
C -2.26 4.24 -1.34
C -2.33 2.77 -1.80
C -2.89 1.82 -0.74
C -2.26 0.40 -0.63
C -1.84 -0.24 -1.96
C -0.35 -0.64 -2.06
C 0.68 0.42 -1.64
C 1.82 -0.13 -0.79
C 1.38 -0.90 0.44
C 2.47 -1.01 1.49
C 1.90 -1.67 2.75
C 1.94 -3.19 2.71
C 1.98 -3.80 4.14
B 0.62 -3.74 4.89
C 0.05 -4.91 5.76
C 1.17 -5.74 6.44
C 0.71 -6.21 7.79
F 0.75 -5.22 8.69
F 1.46 -7.21 8.26
F -0.55 -6.66 7.75
O -0.18 -2.55 4.83
C -1.34 -2.83 4.36
N -2.42 -3.11 3.97
H 0.84 3.81 -1.91
H -0.35 4.40 -3.00
H 0.69 5.55 -2.18
H -0.98 5.77 -0.70
H -0.57 4.19 -0.05
H -2.97 4.39 -0.54
H -2.59 4.85 -2.16
H -3.03 2.77 -2.63
H -1.39 2.45 -2.22
H -3.96 1.72 -0.83
H -2.73 2.31 0.22
H -3.02 -0.23 -0.19
H -1.46 0.44 0.09
H -2.37 -1.18 -2.02
H -2.16 0.33 -2.81
H -0.14 -0.90 -3.08
H -0.22 -1.54 -1.48
H 0.24 1.27 -1.14
H 1.15 0.78 -2.54
H 2.45 -0.76 -1.39
H 2.42 0.71 -0.47
H 0.56 -0.38 0.92
H 1.08 -1.89 0.15
H 2.80 -0.03 1.78
H 3.29 -1.60 1.11
H 2.38 -1.30 3.65
H 0.86 -1.38 2.83
H 2.84 -3.52 2.22
H 1.07 -3.59 2.20
H 2.31 -4.83 4.11
H 2.71 -3.23 4.71
H -0.57 -4.47 6.53
H -0.59 -5.53 5.15
H 1.39 -6.61 5.84
H 2.04 -5.12 6.55
C 3.75 3.93 -0.94
O 3.36 3.54 -2.25
H 2.89 3.81 -0.29
H 4.57 3.31 -0.58
H 4.06 4.98 -0.93
H 4.14 3.66 -2.82
C -2.80 8.05 -3.41
O -1.78 7.08 -3.20
H -3.18 8.34 -2.44
H -2.41 8.93 -3.92
H -3.62 7.63 -4.00
H -1.44 6.81 -4.06
C 0.51 8.31 -6.56
O 0.56 7.33 -5.52
H -0.03 7.88 -7.40
H -0.01 9.21 -6.22
H 1.52 8.58 -6.89
H 1.04 7.71 -4.79
C -0.98 -3.45 10.98
O -1.07 -2.06 11.26
H -0.40 -3.91 11.78
H -1.97 -3.91 10.95
H -0.47 -3.62 10.03
H -1.58 -1.65 10.56
C 3.18 -2.32 -4.01
O 2.62 -2.49 -2.72
H 3.79 -1.43 -4.00
H 3.80 -3.18 -4.28
H 2.39 -2.20 -4.76
H 2.06 -3.28 -2.74
C -4.68 -3.21 -3.10
O -4.89 -1.80 -3.07
H -4.26 -3.50 -2.15
H -5.63 -3.73 -3.24
H -3.99 -3.49 -3.90
H -5.26 -1.54 -3.91
C -1.65 -0.17 6.34
O -1.30 0.94 7.16
H -2.73 -0.28 6.38
H -1.35 0.01 5.30
H -1.18 -1.08 6.70
H -0.34 1.05 7.12
C -5.93 -3.61 0.51
O -6.72 -3.48 -0.67
H -6.28 -4.48 1.05
H -4.87 -3.75 0.26
H -6.03 -2.73 1.15
H -6.40 -2.70 -1.15
C 1.61 -5.53 -0.73
O 1.12 -4.83 -1.88
H 2.69 -5.51 -0.77
H 1.28 -5.03 0.18
H 1.26 -6.56 -0.73
H 0.17 -4.84 -1.85
C 5.35 0.23 -5.64
O 5.65 1.40 -4.87
H 4.27 0.10 -5.64
H 5.69 0.35 -6.67
H 5.82 -0.65 -5.19
H 6.60 1.52 -4.87
C 1.17 4.18 -6.31
O 1.21 3.18 -5.30
H 0.63 3.77 -7.16
H 0.66 5.07 -5.96
H 2.19 4.44 -6.63
H 1.68 3.53 -4.54
```

F_max: 3.4 eV/A
Calculated total energy: -2472.339294 Ha
Gap between HOMO and LUMO: 9.89 eV
SMILES: CCCCCCCCCCCCCCCB(CCC(F)(F)F)OC#N.CO.CO.CO.CO.CO.CO.CO.CO.CO.CO.CO
Highest occupied orbital energy: -9.724 eV
Net charge: 0